No. 1
Below is one molecule with the formula C3H3N3O at a distorted geometry, with properties calculated with the ωB97M-V functional and the def2-TZVPD basis.

Properties
SMILES string ... N#CN1N=CCO1
Orbital gap ... 0.356 hartree
ΔE to the lowest compared entry with this formula, charge and spin ... 98.84 kcal/mol

Cartesian coordinates (Å):
N1 0.179087 -1.551618 3.101853
C1 0.078228 -1.026634 2.085737
N2 -0.060136 -0.386255 0.957325
N3 0.401295 0.942374 0.718008
C2 0.272705 1.162665 -0.517635
C3 -0.250967 -0.030393 -1.284752
O1 -0.455388 -1.004061 -0.280399
H1 0.547199 2.097016 -0.959728
H2 -1.196330 0.183289 -1.799624
H3 0.484307 -0.386384 -2.020787

Force components x, y, z for each atom (eV/Å):
0.076 -0.502 0.840
0.024 -0.051 -0.575
0.256 2.693 -1.648
-0.432 -1.456 0.745
-0.192 -0.815 -0.160
0.170 0.406 -0.168
0.024 -0.621 0.757
0.097 0.358 -0.020
0.090 -0.032 0.111
-0.114 0.021 0.118

---

No. 2
Below is a 2-piece molecular cluster, C3H3N3O overall at a distorted geometry, with properties calculated with the ωB97M-V functional and the def2-TZVPD basis.

Properties
SMILES string ... N=C=CC=O.N#N
Orbital gap ... 0.354 hartree
ΔE to the lowest compared entry with this formula, charge and spin ... 32.00 kcal/mol

Cartesian coordinates (Å):
N1 2.069013 -0.251220 0.556683
C1 0.949571 -0.379930 0.134728
C2 -0.268894 -0.737507 -0.254273
C3 -1.421387 -0.519647 0.611694
O1 -1.409949 0.129039 1.639769
H1 2.648706 0.579105 0.515074
H2 -0.372508 -1.214256 -1.220405
H3 -2.344568 -1.030807 0.262851
N2 0.532448 1.915742 -0.894716
N3 -0.382429 1.509480 -1.351406

Force components x, y, z for each atom (eV/Å):
-0.501 0.024 -0.112
0.404 -1.180 0.626
0.331 -0.818 0.468
0.028 -0.061 0.273
-0.012 -0.186 -0.404
-0.231 0.086 -0.160
-0.042 0.033 0.056
0.112 0.192 0.079
-1.499 0.260 -1.111
1.410 1.651 0.285

---

No. 3
Below is a 2-piece molecular cluster, C3H3N3O overall at a distorted geometry, with properties calculated with the ωB97M-V functional and the def2-TZVPD basis.

Properties
SMILES string ... N=C=CC=O.N#N
Orbital gap ... 0.375 hartree
ΔE to the lowest compared entry with this formula, charge and spin ... 22.91 kcal/mol

Cartesian coordinates (Å):
N1 -1.801929 0.752237 -0.935675
C1 -0.602731 0.634700 -0.761575
C2 0.705400 0.676929 -0.562066
C3 1.440330 0.219703 0.630750
O1 2.579629 0.561274 0.861068
H1 -2.317353 -0.012213 -1.366823
H2 1.291979 1.144678 -1.345403
H3 0.924599 -0.477924 1.311286
N2 -1.373380 -1.722161 0.601235
N3 -0.846544 -1.777223 1.567203

Force components x, y, z for each atom (eV/Å):
0.730 -0.041 0.188
-0.420 0.113 -0.058
-0.047 0.063 -0.122
0.171 0.148 0.022
-0.326 -0.147 -0.183
0.131 0.052 -0.010
0.002 0.013 0.049
0.064 0.279 -0.058
0.809 -0.404 1.744
-1.112 -0.077 -1.571

---

No. 4
Below is one molecule with the formula C3H3N3O, with properties calculated with the ωB97M-V functional and the def2-TZVPD basis.

Properties
SMILES string ... N=C=N/N=C\C=O
Orbital gap ... 0.326 hartree
ΔE to the lowest compared entry with this formula, charge and spin ... 71.88 kcal/mol

Cartesian coordinates (Å):
N1 0.193407 1.657558 2.098589
C1 -0.368141 0.715349 1.555787
N2 -0.808215 -0.292955 1.009056
N3 -1.243914 -0.183339 -0.296680
C2 -0.460624 -0.534703 -1.237947
C3 0.950986 -1.002002 -1.137003
O1 1.473235 -1.392794 -0.122376
H1 -0.377065 2.424971 2.446472
H2 -0.886527 -0.452167 -2.235912
H3 1.526858 -0.939918 -2.079986

Force components x, y, z for each atom (eV/Å):
-0.182 -0.290 -0.317
0.030 0.174 0.081
0.280 0.591 0.426
-0.023 -0.175 -0.558
-0.351 0.033 0.145
0.478 -0.069 0.491
-0.196 0.105 -0.396
-0.002 -0.292 0.114
0.067 0.002 0.056
-0.099 -0.079 -0.042

---

No. 5
Below is one molecule with the formula C3H3N3O at a distorted geometry, with properties calculated with the ωB97M-V functional and the def2-TZVPD basis.

Properties
SMILES string ... N=C=C[C@@H]1N=NO1
Orbital gap (spin up / spin down) ... 0.356 / 0.356 hartree
ΔE to the lowest compared entry with this formula, charge and spin ... 117.07 kcal/mol

Cartesian coordinates (Å):
N1 -1.828352 -1.621559 -0.475403
C1 -1.243608 -0.563479 -0.380164
C2 -0.688330 0.622383 -0.167981
C3 0.615692 0.685549 0.491404
N2 1.973626 0.543831 -0.354818
N3 2.377045 -0.282542 0.417383
O1 0.955969 -0.437033 1.256200
H1 -1.705225 -2.220237 -1.286280
H2 -1.196679 1.516744 -0.514631
H3 0.808986 1.661461 0.951519

Force components x, y, z for each atom (eV/Å):
0.315 0.617 0.229
-0.289 -0.467 -0.183
-0.042 -0.205 -0.095
0.866 0.696 -1.410
-1.125 0.043 0.944
-1.513 -0.313 0.666
1.783 -0.189 -0.379
0.062 0.145 -0.018
0.073 -0.172 0.080
-0.129 -0.156 0.165

---

No. 6
Below is one molecule with the formula C3H3N3O, with properties calculated with the ωB97M-V functional and the def2-TZVPD basis.

Properties
SMILES string ... Oc1cnncn1
Orbital gap ... 0.367 hartree
ΔE to the lowest compared entry with this formula, charge and spin ... 29.80 kcal/mol

Cartesian coordinates (Å):
O1 2.044233 -0.301206 0.427532
C1 0.798517 -0.076671 0.010022
C2 0.293310 1.238166 -0.077121
N1 -1.006658 1.421946 -0.014358
N2 -1.833822 0.372208 -0.033650
C3 -1.292650 -0.812794 -0.253355
N3 0.012802 -1.105227 -0.208876
H1 2.033949 -1.219977 0.743719
H2 0.926507 2.118451 -0.146856
H3 -1.976185 -1.634900 -0.447057

Force components x, y, z for each atom (eV/Å):
0.058 -0.093 -0.011
-0.369 0.008 0.093
-0.117 -0.059 0.077
0.122 -0.074 -0.198
0.103 -0.051 -0.342
-0.089 0.052 0.050
-0.031 0.255 0.311
0.336 0.022 -0.270
-0.066 -0.179 0.196
0.054 0.120 0.093

---

The highest ΔE to the lowest compared entry with this formula, charge and spin belongs to which entry? number 5